# 1
Computed, not measured: a 2-piece molecular cluster, C2H8S4 overall, with ωB97M-V with the def2-TZVPD basis set.

Calculated values
Structure (SMILES): CSS.CSS
2S+1: 1
E_HOMO: -0.333 Eh
Energy: -45543.245 eV
Frontier orbital gap: 8.56 eV
Net charge: 0
Relative energy (zero: lowest compared OMol25 entry of this formula, charge and spin): 144.3 kJ/mol
Molecular weight: 160.354 u
Maximum force: 0.0710 hartree/bohr

XYZ file:
```
14
Properties=species:S:1:pos:R:3:nbo_charge:R:1
C -2.342 -0.433 0.144 -0.746
S -1.589 -0.553 -1.518 0.083
S -2.116 1.538 -2.134 -0.144
H -2.477 -1.433 0.560 0.226
H -1.789 0.068 0.875 0.216
H -3.337 0.177 0.082 0.231
H -0.789 1.787 -2.200 0.136
C 2.180 -0.920 1.090 -0.743
S 1.627 0.768 1.601 0.076
S 2.525 1.449 -0.399 -0.146
H 1.291 -1.298 0.497 0.222
H 3.036 -0.975 0.351 0.245
H 2.437 -1.396 2.017 0.218
H 1.343 1.220 -0.966 0.126
```


# 2
Computed, not measured: C43H42As2N7O6Rb as an isolated structure, with ωB97M-V with the def2-TZVPD basis set.

Calculated values
2S+1: 1
E_HOMO: -0.056 Eh
Energy: -190317.939 eV
Frontier orbital gap: 5.40 eV
Net charge: -2
Relative energy (zero: lowest compared OMol25 entry of this formula, charge and spin): 222.2 kJ/mol
Molecular weight: 988.164 u
Maximum force: 0.0249 hartree/bohr

XYZ file:
```
101
Properties=species:S:1:pos:R:3:mulliken_charge:R:1
Rb 0.891 -1.290 0.763 1.015
O 0.835 -3.787 2.088 -0.390
C 1.129 -4.672 1.220 -0.005
C 2.288 -5.490 1.383 -0.622
C 2.658 -6.452 0.478 -0.459
C 1.900 -6.679 -0.665 -0.732
C 0.769 -5.910 -0.863 -0.836
C 0.351 -4.920 0.032 1.482
C -0.881 -4.244 -0.320 -0.798
N -1.529 -3.357 0.341 0.150
N -2.738 -3.018 -0.250 -0.756
C -3.132 -1.789 -0.017 -0.180
O -2.514 -0.874 0.577 -0.186
C -4.495 -1.473 -0.584 0.322
C -5.157 -0.334 -0.136 -0.149
C -6.378 0.031 -0.673 -0.685
C -6.954 -0.734 -1.676 -0.373
C -6.305 -1.876 -2.122 -0.598
C -5.089 -2.247 -1.577 -0.458
H 2.893 -5.302 2.266 0.286
H 3.560 -7.031 0.655 0.342
H 2.192 -7.432 -1.388 0.352
H 0.164 -6.074 -1.750 0.308
H -1.316 -4.572 -1.276 0.090
H -4.674 0.259 0.630 0.494
H -6.879 0.925 -0.318 0.406
H -7.904 -0.440 -2.110 0.365
H -6.750 -2.478 -2.906 0.363
H -4.570 -3.132 -1.912 0.410
C -0.070 3.200 -0.582 -1.504
C 1.301 3.210 0.066 -1.209
As 2.342 1.511 -0.361 0.759
C 2.327 1.877 -2.291 0.013
C 1.790 0.904 -3.124 -0.321
C 1.621 1.138 -4.479 -0.826
C 2.007 2.348 -5.028 -0.417
C 2.564 3.321 -4.215 -0.692
C 2.714 3.088 -2.857 -0.157
C 4.048 2.308 0.136 0.426
C 5.157 2.296 -0.703 -0.393
C 6.360 2.844 -0.287 -0.788
C 6.474 3.404 0.975 -0.418
C 5.382 3.396 1.827 -0.659
C 4.179 2.848 1.410 -0.494
As -1.063 1.513 -0.186 1.392
C -2.042 2.164 1.378 0.736
C -3.376 2.559 1.370 -0.797
C -4.000 2.980 2.535 -0.785
C -3.300 3.016 3.729 -0.574
C -1.973 2.615 3.750 -0.940
C -1.353 2.188 2.587 0.059
C -2.422 1.711 -1.579 0.189
C -3.098 2.899 -1.843 -0.167
C -4.029 2.973 -2.865 -0.781
C -4.293 1.857 -3.643 -0.591
C -3.616 0.676 -3.402 -0.627
C -2.681 0.608 -2.381 -0.584
H 0.032 3.233 -1.676 0.529
H -0.675 4.066 -0.278 0.641
H 1.205 3.244 1.155 0.676
H 1.870 4.100 -0.240 0.475
H 1.519 -0.060 -2.702 0.454
H 1.189 0.370 -5.109 0.413
H 1.878 2.533 -6.088 0.353
H 2.876 4.268 -4.640 0.366
H 3.140 3.860 -2.227 0.271
H 5.086 1.828 -1.676 0.410
H 7.217 2.821 -0.952 0.371
H 7.418 3.826 1.303 0.350
H 5.467 3.808 2.827 0.389
H 3.339 2.822 2.091 0.159
H -3.945 2.523 0.449 0.455
H -5.044 3.272 2.509 0.404
H -3.789 3.339 4.640 0.334
H -1.419 2.616 4.681 0.433
H -0.332 1.835 2.629 0.242
H -2.900 3.777 -1.239 0.295
H -4.554 3.903 -3.052 0.383
H -5.032 1.909 -4.433 0.369
H -3.829 -0.205 -3.993 0.426
H -2.172 -0.326 -2.177 0.316
N -1.935 -2.121 3.170 -0.708
N -0.872 -2.515 3.994 -0.004
C 0.350 -1.977 3.986 0.283
N 1.323 -2.718 4.585 -0.603
N 0.443 -0.766 3.435 -0.251
N 1.651 -0.211 3.288 0.741
O 2.675 -0.633 3.825 -0.843
O 1.674 0.770 2.554 -0.462
H -1.916 -1.109 3.093 0.362
H -1.759 -2.472 2.223 0.344
H -0.914 -3.494 4.217 0.393
H 1.292 -3.667 4.221 0.319
H 2.229 -2.294 4.444 0.427
C 5.021 -1.962 0.817 -0.882
O 3.957 -1.155 0.358 0.251
C 4.031 -0.599 -0.994 0.049
O 4.979 -0.974 -1.662 -0.650
H 5.493 -1.489 1.686 0.236
H 5.764 -2.087 0.020 0.352
H 4.647 -2.948 1.112 0.122
```


# 3
Computed, not measured: C14H24CoN2O7P2 as an isolated structure, with ωB97M-V with the def2-TZVPD basis set.

Calculated values
Expectation value of S²: 6.02
2S+1: 5
E_HOMO (spin up / spin down): -0.376 / -0.482 Eh
Energy: -88407.800 eV
Frontier orbital gap (spin up / spin down): 6.27 / 6.25 eV
Net charge: +1
Molecular weight: 453.234 u
Maximum force: 0.1812 hartree/bohr

XYZ file:
```
50
Properties=species:S:1:pos:R:3:mulliken_spin:R:1
Co 0.514 -0.244 -1.419 2.758
H 2.820 -0.624 -2.783 0.004
H 2.508 -1.317 -2.781 0.033
P 0.892 1.769 -1.939 0.215
P -0.332 -2.174 -1.808 0.135
C -0.360 -3.216 -0.310 0.030
H -0.630 -4.249 -0.578 0.010
H 0.622 -3.211 0.182 -0.001
H -1.088 -2.812 0.404 -0.002
C -2.077 -2.058 -2.285 0.023
H -2.130 -1.604 -3.282 -0.003
H -2.542 -3.052 -2.292 0.010
H -2.580 -1.396 -1.567 -0.005
C 0.481 -3.186 -3.081 0.012
H 1.538 -3.310 -2.806 0.003
H -0.023 -4.161 -3.155 0.004
H 0.419 -2.645 -4.036 -0.001
C -0.563 2.801 -2.221 0.043
H -0.248 3.848 -2.253 0.015
H -0.989 2.515 -3.189 -0.006
H -1.313 2.659 -1.422 -0.005
C 1.634 2.510 -0.436 0.107
H 2.566 1.985 -0.188 0.000
H 1.845 3.569 -0.621 0.028
H 0.942 2.418 0.413 -0.021
C 2.052 2.197 -3.267 0.010
H 1.628 1.813 -4.205 -0.012
H 2.167 3.287 -3.308 0.001
H 3.010 1.704 -3.060 0.003
C 1.925 -0.731 -0.529 0.026
O 2.939 -1.030 -0.038 0.060
H 0.859 0.041 -2.820 0.327
O -2.170 2.050 0.358 0.033
C -1.603 0.979 0.596 0.043
O -1.120 0.126 -0.260 0.134
C -1.375 0.635 2.056 -0.018
C -0.622 -0.496 2.408 0.011
C -0.198 -0.711 3.737 0.002
C -0.545 0.211 4.735 -0.001
C -1.339 1.320 4.402 0.001
C -1.759 1.540 3.068 -0.004
N -1.693 2.256 5.437 0.000
O -1.266 2.057 6.598 0.000
O -2.406 3.236 5.129 0.000
N 0.616 -1.863 4.001 0.000
O 0.853 -2.644 3.048 0.000
O 1.058 -2.044 5.154 0.000
H -0.311 -1.197 1.639 -0.001
H -0.235 0.044 5.761 0.000
H -2.369 2.407 2.812 0.001
```


# 4
Computed, not measured: C21H46EuNO2P2 as an isolated structure, with ωB97M-V with the def2-TZVPD basis set.

Calculated values
Expectation value of S²: 12.20
2S+1: 7
E_HOMO (spin up / spin down): -0.544 / -0.548 Eh
Energy: -65999.119 eV
Frontier orbital gap (spin up / spin down): 6.79 / 9.01 eV
Net charge: +2
Relative energy (zero: lowest compared OMol25 entry of this formula, charge and spin): 0.0 kJ/mol
Molecular weight: 558.516 u
Maximum force: 0.0926 hartree/bohr

XYZ file:
```
73
Properties=species:S:1:pos:R:3:mulliken_spin:R:1
Eu 0.592 -0.284 -0.551 6.325
P -0.479 2.451 -0.863 -0.009
P -1.098 -2.564 0.065 -0.012
N -1.849 -0.220 -1.853 -0.003
C -2.023 2.312 -1.878 -0.002
H -2.707 3.084 -1.495 0.000
H -1.790 2.575 -2.923 -0.001
C -2.754 0.960 -1.862 0.000
H -3.425 0.877 -0.992 -0.001
H -3.412 0.896 -2.746 0.000
C -2.587 -1.506 -2.080 0.003
H -2.056 -2.055 -2.867 -0.004
H -3.604 -1.293 -2.446 0.000
C -2.700 -2.359 -0.808 0.001
H -3.124 -3.349 -1.050 -0.001
H -3.370 -1.866 -0.085 0.000
C -1.436 -3.598 1.558 -0.001
C -1.732 -2.670 2.755 0.000
H -2.635 -2.065 2.601 0.000
H -0.883 -1.993 2.951 0.000
H -1.876 -3.284 3.658 0.000
C -0.164 -3.632 -1.163 0.005
C 1.349 -3.657 -0.849 -0.002
H 1.919 -3.554 -1.783 0.000
H 1.656 -4.604 -0.388 0.000
H 1.694 -2.842 -0.177 0.006
C 0.839 3.011 -2.068 0.008
C 2.170 3.337 -1.362 0.004
H 2.960 3.424 -2.122 0.001
H 2.495 2.537 -0.677 -0.003
H 2.132 4.279 -0.795 0.000
C -0.685 3.831 0.363 -0.005
C 0.353 3.740 1.502 0.002
H 0.030 4.396 2.328 0.000
H 1.346 4.085 1.183 0.000
H 0.470 2.726 1.913 0.000
C -1.250 0.439 0.928 -0.014
O -2.137 0.692 1.632 0.002
C -0.798 -5.028 -1.327 -0.001
H -1.669 -5.206 -0.679 0.000
H -1.150 -5.155 -2.361 0.000
H -0.067 -5.829 -1.139 0.000
C 0.381 4.102 -3.049 0.002
H 1.224 4.762 -3.304 0.000
H 0.024 3.653 -3.986 0.000
H -0.435 4.727 -2.668 0.000
C -0.747 5.267 -0.168 -0.001
H -0.906 5.950 0.681 0.000
H 0.188 5.579 -0.652 0.000
H -1.578 5.420 -0.865 0.000
C -0.296 -4.561 1.913 0.001
H 0.667 -4.034 1.976 0.000
H -0.501 -4.995 2.904 0.000
H -0.193 -5.394 1.201 0.000
H -2.346 -4.171 1.308 -0.001
H -1.672 3.587 0.796 -0.001
H -0.285 -3.095 -2.122 -0.004
H 1.006 2.083 -2.654 -0.005
H -1.202 -0.122 -2.659 -0.003
H 0.600 -0.435 -2.755 -0.269
C 4.115 -0.015 2.375 -0.001
C 3.157 0.505 3.468 0.000
C 1.766 0.086 3.005 0.002
O 1.854 -0.143 1.553 -0.022
C 3.252 -0.305 1.140 0.005
H 4.886 0.717 2.118 0.000
H 4.632 -0.927 2.708 0.000
H 3.229 1.598 3.542 0.000
H 3.390 0.095 4.451 0.000
H 1.486 -0.873 3.461 -0.001
H 0.975 0.826 3.185 -0.001
H 3.419 0.403 0.300 -0.002
H 3.368 -1.331 0.748 0.000
```